The following is a DFT calculation (wB97M-V/def2-TZVPD) of a structure of composition C6H12O.

The electronic energy comes out at -310.87197 a.u. As for the spin multiplicity: 1. The value obtained for the LUMO energy is 0.0197 Eh. Its molar mass is 100.16 g/mol. Its highest occupied orbital energy is -7.62 eV. As for the gap between HOMO and LUMO: 0.2997 hartree.

Element x y z (Å)
1 C 2.9064 0.1771 0.0863
2 C 1.5424 -0.5128 0.0840
3 C 0.3881 0.4717 0.3938
4 C -0.8632 -0.3463 0.5196
5 C -1.4625 -0.8025 -0.8028
6 O -2.8496 -0.5863 -0.5880
7 C -2.7935 0.5332 0.2170
8 H 2.9426 0.9866 -0.6520
9 H 3.1211 0.6120 1.0697
10 H 3.7097 -0.5301 -0.1498
11 H 1.5315 -1.3233 0.8239
12 H 1.3680 -0.9824 -0.8946
13 H 0.3488 1.2134 -0.4269
14 H 0.6262 1.0023 1.3240
15 H -1.8361 0.0857 1.1212
16 H -1.2871 -1.8599 -1.0230
17 H -1.1365 -0.2026 -1.6797
18 H -2.5805 1.4796 -0.2937
19 H -3.6758 0.5846 0.8710

---

The following is a DFT calculation (wB97M-V/def2-TZVPD) of an isolated molecule of C4H7NOS at a distorted geometry.

The electronic energy comes out at -684.73408 a.u. As for the spin multiplicity: 1. The value obtained for the LUMO energy is 0.0342 Eh. Its molar mass is 117.17 g/mol. Its highest occupied orbital energy is -8.79 eV. As for the gap between HOMO and LUMO: 0.3571 hartree.

Element x y z (Å)
1 C -0.9631 -0.2534 -0.5653
2 C -0.0538 0.6951 0.2227
3 C 2.1538 0.4313 -0.1486
4 C 0.0268 -0.7866 0.4132
5 H -2.6280 -1.2361 0.0712
6 H -2.7306 0.4048 0.2213
7 H -0.6594 -0.2742 -1.5972
8 H -0.5239 1.3874 0.9413
9 H 2.4764 0.5867 0.9174
10 H 2.8920 0.6354 -0.8764
11 H -0.3028 -1.2640 1.3364
12 N -2.3661 -0.3373 -0.3399
13 O 1.0641 1.2823 -0.3532
14 S 1.6146 -1.2715 -0.2429

---

The following is a DFT calculation (wB97M-V/def2-TZVPD) of a structure of composition C11H14BMgN7Se at a distorted geometry.

The electronic energy comes out at -3437.29774 a.u. As for the spin multiplicity: 1. The value obtained for the LUMO energy is -0.0041 Eh. Its molar mass is 358.36 g/mol. Its highest occupied orbital energy is -6.95 eV. As for the gap between HOMO and LUMO: 0.2514 hartree.

Element x y z (Å)
1 H -1.2370 -2.2657 2.3393
2 N 0.5516 -1.3994 1.5292
3 B 2.9914 -0.7846 1.0831
4 N 1.8893 -1.5768 1.8428
5 C 2.0138 -2.4843 2.8317
6 Mg 0.1152 -0.0118 -0.0977
7 H 2.9967 -2.7566 3.1994
8 C 0.7377 -2.9156 3.1937
9 H 0.4858 -3.6473 3.9578
10 C -0.1366 -2.2114 2.3626
11 H 4.0874 -1.0763 1.4821
12 C -0.4281 1.4649 -1.6054
13 H -1.4531 1.6731 -1.9111
14 H 0.1132 1.0350 -2.4523
15 H 0.0155 2.3767 -1.2008
16 N 2.7145 0.7276 1.2837
17 N 2.8692 -1.1233 -0.4426
18 N 1.4895 1.2652 0.9161
19 N 1.6688 -0.9105 -1.1044
20 C 3.4926 1.6879 1.8220
21 C 3.7571 -1.6592 -1.2966
22 H 4.4867 1.4389 2.1818
23 H 4.7395 -1.9177 -0.9428
24 C 2.7860 2.8911 1.7983
25 C 3.1515 -1.7762 -2.5496
26 C 1.5510 2.5782 1.2200
27 C 1.8585 -1.2877 -2.3953
28 H 3.1248 3.8607 2.1549
29 H 3.5730 -2.1648 -3.4579
30 H 0.7094 3.2566 1.0105
31 H 1.0286 -1.1718 -3.1234
32 H -1.6656 0.6625 0.6352
33 Se -4.7267 0.7249 -1.3311
34 C -3.1965 0.4139 -0.6560
35 N -2.1616 0.1203 -0.0653

---

The following is a DFT calculation (wB97M-V/def2-TZVPD) of a cluster of 8 separate species, C17H45BF4N2O9 in total at a distorted geometry.

The electronic energy comes out at -1885.90111 a.u. Its total charge is -2. As for the spin multiplicity: 1. The value obtained for the LUMO energy is 0.1475 Eh. Its molar mass is 508.36 g/mol. Its highest occupied orbital energy is -0.63 eV. As for the gap between HOMO and LUMO: 0.1705 hartree.

Element x y z (Å)
1 N 26.8897 33.2629 3.5479
2 H 27.2105 34.0543 4.1131
3 H 25.8882 33.0880 3.7348
4 H 27.4420 32.4337 3.7918
5 H 27.1003 33.4704 2.5413
6 N 26.5922 36.7577 1.8671
7 H 26.8765 36.6820 2.8615
8 H 26.8013 37.7409 1.7156
9 H 25.5622 36.6998 1.7500
10 H 27.0281 36.0344 1.2821
11 C 22.8062 31.8052 4.2831
12 C 23.9858 31.7018 5.2004
13 C 24.9810 30.6693 4.7827
14 O 24.6139 32.9258 5.4708
15 H 21.9619 32.3756 4.6724
16 H 22.4589 30.7982 4.0083
17 H 23.0496 32.3151 3.3426
18 H 23.5251 31.3293 6.1446
19 H 25.7816 30.5945 5.5248
20 H 25.4202 30.9858 3.8330
21 H 24.6079 29.6334 4.7721
22 C 29.2437 36.0827 0.2385
23 C 28.8585 34.5873 0.2963
24 C 30.0595 33.7910 0.8712
25 O 27.6903 34.3042 0.9804
26 H 29.5667 36.4354 1.2223
27 H 28.4178 36.7133 -0.0998
28 H 30.0288 36.2229 -0.5106
29 H 28.7979 34.3867 -0.7882
30 H 30.4511 34.1655 1.8211
31 H 30.8826 33.8090 0.1475
32 H 29.8014 32.7515 1.0804
33 C 28.4914 35.8683 6.4814
34 C 27.8853 36.7488 5.3532
35 C 28.9523 37.0000 4.2847
36 O 26.7403 36.2411 4.7820
37 H 29.1233 36.5027 7.1118
38 H 29.0924 35.0847 6.0123
39 H 27.6606 35.4455 7.0445
40 H 27.6929 37.7092 5.8763
41 H 29.2692 36.0888 3.7631
42 H 29.8031 37.5392 4.7224
43 H 28.5757 37.5651 3.4288
44 B 23.4034 35.9884 2.5867
45 F 23.3513 36.1142 3.9585
46 F 24.2132 34.8598 2.2414
47 F 22.1253 35.7969 2.0553
48 F 23.9140 37.1584 1.9883
49 C 27.7142 32.1250 7.7657
50 C 29.0914 31.8877 7.1333
51 O 29.0954 30.5610 6.5843
52 C 28.6189 30.2777 5.3658
53 O 28.3779 31.0870 4.5046
54 O 28.3666 28.9865 5.3528
55 C 27.8373 28.4297 4.1621
56 H 27.5953 33.1331 8.1606
57 H 27.5701 31.3536 8.5228
58 H 26.9000 32.0588 7.0377
59 H 29.8312 31.8214 7.9319
60 H 29.4109 32.7191 6.5080
61 H 27.4417 27.4536 4.4290
62 H 28.5393 28.4723 3.3276
63 H 26.9907 28.9651 3.7211
64 C 24.2190 26.5124 0.9884
65 C 25.2360 27.4466 0.3404
66 O 24.5912 28.6998 0.0846
67 C 25.0732 29.7892 0.6808
68 O 26.0250 29.8970 1.4204
69 O 24.4572 30.8160 0.1225
70 C 24.9537 32.1189 0.4279
71 H 24.0566 26.7958 2.0276
72 H 24.6511 25.5087 1.0365
73 H 23.3204 26.4650 0.3772
74 H 25.4975 27.0280 -0.6314
75 H 26.1071 27.5769 0.9792
76 H 24.5477 32.8288 -0.2898
77 H 26.0403 32.1937 0.4310
78 H 24.6161 32.5196 1.3858

---

Energy relative to the best compared isomer or geometry (same formula, charge and spin) list, top to bottom, in kJ/mol: 491.8, 191.6, 92.0, 0.0